<w>
An isolated molecule of C3H5Cl2N, computed with ωB97M-V/def2-TZVPD.

Computed properties:
- HOMO level: -10.300 eV
- LUMO: 0.9 eV
- HOMO-LUMO gap: 0.410 Eh
- Structure (SMILES): C=CC(N)(Cl)Cl

Each line ends with the Löwdin charge.
Positions of all 11 atoms, in Å:
C 0.303 -0.078 -1.746  -0.059
C 0.054 -0.251 -0.479  -0.177
C -1.483 0.008 0.325  -1.218
N -1.443 -0.444 1.633  -0.030
Cl -2.711 -0.954 -0.598  0.539
Cl -1.983 1.725 0.035  0.511
H 1.147 -0.418 -2.321  0.045
H -0.383 0.395 -2.603  0.116
H 0.686 -0.782 0.265  0.094
H -0.626 0.006 2.097  0.110
H -2.276 -0.349 2.160  0.069

---

<x>
An isolated molecule of C3H5Cl2N, computed with ωB97M-V/def2-TZVPD.

Computed properties:
- HOMO level: -9.411 eV
- LUMO: 0.8 eV
- HOMO-LUMO gap: 0.376 Eh
- Structure (SMILES): CN(Cl)/C=C/Cl

Each line ends with the Löwdin charge.
Positions of all 11 atoms, in Å:
C -1.730 0.322 0.028  -0.198
N -0.574 -0.264 -0.640  -0.561
Cl -0.582 -1.980 -0.842  0.582
C 0.832 -0.082 0.267  -0.239
C 2.023 0.233 -0.180  -0.541
Cl 3.291 0.023 1.022  0.578
H -2.516 0.259 -0.738  0.076
H -2.265 -0.130 0.891  0.088
H -1.511 1.343 0.102  0.063
H 0.698 -0.260 1.289  0.063
H 2.333 0.536 -1.200  0.088

---

What should be chosen as the least stable of them? Choose <x>.

---

<w>
An isolated molecule of C3H3NO4, computed with ωB97M-V/def2-TZVPD.

Computed properties:
- HOMO level: -9.426 eV
- LUMO: -0.2 eV
- HOMO-LUMO gap: 0.339 Eh
- Structure (SMILES): O=c1on(O)cc1O

Each line ends with the Löwdin charge.
Positions of all 11 atoms, in Å:
O -0.415 2.016 0.933  0.094
C -0.201 1.037 0.153  -0.283
O 0.867 0.781 -0.775  0.043
N 0.736 -0.540 -1.240  -0.067
O 1.654 -1.409 -0.546  -0.020
C -0.378 -1.150 -0.363  0.113
C -0.804 -0.178 0.480  -0.415
O -1.688 -0.315 1.299  0.191
H 2.316 -1.527 -1.215  0.092
H -0.568 -2.117 -0.591  0.099
H -1.951 0.582 1.573  0.154

---

<x>
A structure of composition C3H3NO4, computed with ωB97M-V/def2-TZVPD.

Computed properties:
- HOMO level: -10.237 eV
- LUMO: -0.4 eV
- HOMO-LUMO gap: 0.361 Eh

Each line ends with the Löwdin charge.
Positions of all 11 atoms, in Å:
C -2.065 0.205 -0.018  -0.110
C -0.550 0.346 0.471  -0.487
C 1.295 -0.366 0.167  -0.411
H -2.949 1.202 0.368  0.209
H -0.526 0.311 1.688  0.205
H 1.726 1.169 -1.349  0.192
N 1.526 1.031 -0.279  0.168
O -2.405 -0.910 -0.446  0.046
O 0.063 1.499 -0.033  -0.048
O 2.207 -1.189 -0.072  0.108
O 0.010 -0.777 0.241  0.129

---

<y>
A cluster of 2 separate species, C3H3NO4 in total, computed with ωB97M-V/def2-TZVPD.

Computed properties:
- HOMO level: -8.828 eV
- LUMO: -0.8 eV
- HOMO-LUMO gap: 0.294 Eh

Each line ends with the Löwdin charge.
Positions of all 11 atoms, in Å:
C -1.031 0.011 -0.067  -0.175
C -0.682 -1.334 -0.137  -0.004
C 0.159 0.905 -0.216  -0.449
H -2.300 1.470 0.119  0.144
H -1.104 -2.178 0.316  0.127
H 3.038 -0.587 0.108  0.353
N 1.175 0.021 -0.395  -0.124
O -2.331 0.458 0.189  0.023
O 0.655 -1.326 -0.130  -0.027
O 2.166 0.480 0.416  -0.022
O 0.255 2.081 -0.203  0.154

---

What should be chosen as the least stable of them? Choose <y>.

---

<w>
An isolated molecule of C2H2N4O2, computed with ωB97M-V/def2-TZVPD.

Computed properties:
- HOMO level: -10.686 eV
- LUMO: -0.1 eV
- HOMO-LUMO gap: 0.389 Eh
- Structure (SMILES): [H]/N=C/n1nnoc1=O

Each line ends with the Löwdin charge.
Positions of all 10 atoms, in Å:
H 3.071 -0.082 -0.073  0.105
N 2.103 0.417 -0.133  0.106
C 1.206 -0.483 -0.083  -0.187
N -0.251 -0.197 0.179  0.000
N -1.193 -1.247 0.243  0.073
N -2.277 -0.767 -0.096  0.076
O -2.303 0.717 -0.240  0.083
C -1.036 1.047 0.039  -0.479
O -0.567 2.165 0.185  0.112
H 1.247 -1.569 -0.020  0.111

---

<x>
An isolated molecule of C2H2N4O2, computed with ωB97M-V/def2-TZVPD.

Computed properties:
- HOMO level: -10.140 eV
- LUMO: -1.0 eV
- HOMO-LUMO gap: 0.338 Eh
- Structure (SMILES): [H]/N=C/n1nnc(=O)o1

Each line ends with the Löwdin charge.
Positions of all 10 atoms, in Å:
H 3.431 -0.134 -0.303  0.117
N 2.437 0.241 0.036  0.075
C 1.312 -0.068 -0.510  -0.251
N 0.031 -0.052 0.028  -0.162
N -0.836 -0.321 -0.979  0.055
N -2.011 -0.271 -0.472  0.116
C -1.962 0.229 0.904  -0.425
O -2.681 0.836 1.622  0.164
O -0.563 0.242 1.196  0.123
H 0.842 -0.702 -1.523  0.187

---

<y>
An isolated molecule of C2H2N4O2, computed with ωB97M-V/def2-TZVPD.

Computed properties:
- HOMO level: -9.959 eV
- LUMO: -0.9 eV
- HOMO-LUMO gap: 0.333 Eh
- Structure (SMILES): [H]/N=c1\onnn1C=O

Each line ends with the Löwdin charge.
Positions of all 10 atoms, in Å:
H -0.155 2.589 -0.103  0.106
N 0.573 1.745 -0.344  0.153
C -0.321 0.746 0.066  -0.504
O -1.681 0.685 0.432  0.002
N -2.120 -0.740 -0.075  0.189
N -0.961 -1.306 -0.276  0.104
N 0.001 -0.402 -0.067  -0.104
C 1.269 -0.945 0.132  -0.211
O 2.299 -0.326 0.174  0.118
H 1.097 -2.046 0.060  0.148

---

<z>
An isolated molecule of C2H2N4O2, computed with ωB97M-V/def2-TZVPD.

Computed properties:
- HOMO level: -11.120 eV
- LUMO: -0.4 eV
- HOMO-LUMO gap: 0.392 Eh
- Structure (SMILES): O=C(O)n1ncnn1

Each line ends with the Löwdin charge.
Positions of all 10 atoms, in Å:
O -2.109 1.032 0.748  0.092
C -0.920 1.104 0.377  -0.479
O -0.079 2.110 0.602  0.138
N -0.130 0.054 -0.190  -0.059
N -0.424 -1.343 -0.020  0.124
C 0.680 -1.922 -0.477  -0.186
N 1.493 -0.977 -1.121  -0.015
N 1.137 0.235 -0.887  0.107
H -0.340 2.801 1.185  0.121
H 0.692 -3.095 -0.216  0.158

---

What should be chosen as the least stable of them? Choose <y>.

---

<w>
A cluster of 2 separate species, C2H2N4O2 in total, computed with ωB97M-V/def2-TZVPD.

Computed properties:
- HOMO level: -11.218 eV
- LUMO: 0.7 eV
- HOMO-LUMO gap: 0.438 Eh
- Structure (SMILES): N#[N+][O-].c1cnon1

Each line ends with the Löwdin charge.
Positions of all 10 atoms, in Å:
N 4.663 -0.500 0.332  0.230
N 3.747 0.091 0.184  -0.348
O 2.798 0.709 0.136  0.107
C -0.194 -1.264 -1.333  -0.073
C 1.093 -1.716 -0.960  -0.130
N 1.237 -1.679 0.357  0.040
O 0.113 -1.214 0.843  -0.063
N -0.749 -1.007 -0.161  0.057
H -0.594 -1.322 -2.288  0.095
H 1.781 -2.143 -1.596  0.084

---

<x>
An isolated molecule of C2H2N4O2, computed with ωB97M-V/def2-TZVPD.

Computed properties:
- HOMO level: -9.693 eV
- LUMO: -0.6 eV
- HOMO-LUMO gap: 0.334 Eh
- Structure (SMILES): Nc1nonnc1=O

Each line ends with the Löwdin charge.
Positions of all 10 atoms, in Å:
N -1.401 -0.876 0.081  0.173
C -0.227 -0.388 -0.074  -0.380
N 0.909 -1.059 -0.127  0.089
O 2.113 -0.584 -0.099  -0.078
N 2.304 0.756 0.120  0.074
N 1.251 1.454 0.035  0.109
C -0.128 1.029 -0.142  -0.408
O -0.956 1.895 -0.092  0.128
H -2.229 -0.309 0.218  0.126
H -1.635 -1.916 0.080  0.168

---

What should be chosen as the least stable of them? Choose <w>.

---

<w>
A structure of composition C6H5IN2, computed with ωB97M-V/def2-TZVPD.

Computed properties:
- HOMO level: -8.792 eV
- LUMO: -0.3 eV
- HOMO-LUMO gap: 0.311 Eh

Each line ends with the Löwdin charge.
Positions of all 14 atoms, in Å:
C 1.041 2.660 0.653  0.175
C 0.473 1.831 0.011  -0.129
C -0.290 0.287 -1.937  -0.148
C -0.414 -1.609 -0.928  -0.243
C 0.174 0.787 -0.824  -0.040
C 0.208 -1.000 1.398  -0.475
N -0.617 -1.062 -2.095  0.052
N -0.096 -0.834 0.088  -0.126
I -1.671 -0.285 2.521  0.527
H 1.343 3.387 1.293  0.015
H -0.292 0.692 -3.004  0.145
H -0.822 -2.624 -0.607  0.161
H 0.823 -0.185 1.752  0.033
H 0.141 -2.045 1.680  0.054

---

<x>
An isolated molecule of C6H5IN2, computed with ωB97M-V/def2-TZVPD.

Computed properties:
- HOMO level (spin up / spin down): -8.454 / -8.342 eV
- LUMO (spin up / spin down): -1.0 / -1.5 eV
- HOMO-LUMO gap (spin up / spin down): 0.272 / 0.251 Eh

Each line ends with the Löwdin charge.
Positions of all 14 atoms, in Å:
C 1.551 1.788 0.095  -0.528
C -1.015 -1.365 -0.205  -0.143
C 0.335 -1.832 -0.111  -0.268
C -1.456 -0.072 -0.243  -0.055
C 1.332 -1.054 0.084  -0.573
C -0.839 1.319 0.093  -0.220
N 2.724 1.859 0.403  -0.106
N 0.463 1.483 -0.416  0.062
I 3.258 -0.601 0.082  1.249
H -1.868 -2.144 -0.466  0.140
H 0.437 -2.985 -0.011  0.144
H -2.553 -0.008 -0.238  0.092
H -1.595 1.988 -0.202  0.085
H -0.773 1.623 1.133  0.119

---

What should be chosen as the least stable of them? Choose <x>.

---

<w>
A structure of composition C3H9O3, computed with ωB97M-V/def2-TZVPD.

Computed properties:
- HOMO level: -3.851 eV
- Total charge: -1
- LUMO: 3.6 eV
- HOMO-LUMO gap: 0.273 Eh

Each line ends with the Löwdin charge.
Positions of all 15 atoms, in Å:
C 0.539 -0.744 -0.190  -0.385
O 1.040 0.537 -0.131  -0.250
C -1.022 -0.769 0.018  -0.155
C -1.469 0.731 -0.205  -0.280
O -2.821 0.914 0.253  -0.170
H 0.756 -1.378 -1.056  0.090
H 0.966 -1.228 0.676  0.088
H -1.232 -1.024 1.020  0.066
H -1.593 -1.547 -0.548  0.101
H -0.934 1.352 0.574  0.112
H -1.270 1.142 -1.241  0.123
H -2.639 1.614 1.011  0.124
H 3.981 0.021 -0.548  -0.066
H 2.220 0.328 0.061  0.013
O 3.476 0.051 0.305  -0.410

---

<x>
A cluster of 2 separate species, C3H9O3 in total, computed with ωB97M-V/def2-TZVPD.

Computed properties:
- HOMO level: -3.491 eV
- Total charge: -1
- LUMO: 3.7 eV
- HOMO-LUMO gap: 0.264 Eh

Each line ends with the Löwdin charge.
Positions of all 15 atoms, in Å:
C 0.519 -0.678 -0.317  -0.425
O 1.387 -0.853 0.748  -0.328
C -0.963 -0.555 0.143  -0.188
C -1.602 0.756 -0.326  -0.292
O -3.028 0.754 -0.134  -0.107
H 0.817 0.220 -0.882  0.091
H 0.536 -1.565 -0.983  0.085
H -0.992 -0.451 1.230  0.104
H -1.556 -1.384 -0.253  0.097
H -1.183 1.598 0.239  0.111
H -1.375 1.026 -1.362  0.103
H -3.185 0.037 0.479  0.052
H 3.475 -0.118 -0.648  -0.026
H 2.464 0.016 0.479  -0.030
O 3.294 0.558 0.016  -0.246

---

<y>
A cluster of 2 separate species, C3H9O3 in total, computed with ωB97M-V/def2-TZVPD.

Computed properties:
- HOMO level: -3.073 eV
- Total charge: -1
- LUMO: 3.8 eV
- HOMO-LUMO gap: 0.254 Eh

Each line ends with the Löwdin charge.
Positions of all 15 atoms, in Å:
C -0.768 0.532 -0.195  -0.210
C -0.366 1.548 0.997  -0.190
O -1.450 2.561 0.912  -0.150
C 0.199 -0.271 -1.080  -0.526
O 0.446 -1.540 -0.666  -0.330
H -1.446 0.985 -0.925  0.080
H -1.408 -0.179 0.449  0.113
H -0.500 1.128 1.980  0.089
H 0.617 1.798 0.630  0.087
H -2.295 2.168 0.718  0.042
H -0.207 -0.021 -2.022  0.049
H 1.074 0.479 -1.054  0.090
H 2.085 -3.194 -0.629  0.025
H 1.636 -2.688 0.565  0.008
O 2.382 -3.306 0.320  -0.178

---

What should be chosen as the least stable of them? Choose <y>.